No. 1
This record from the OMol25 dataset describes the molecule C20H26N6O3 in a non-equilibrium geometry. The level of theory is ωB97M-V/def2-TZVPD.

Structure (XYZ):
```
55
Properties=species:S:1:pos:R:3
O 3.5689 1.9559 -1.8369
C 2.5852 1.9942 -1.1263
N 2.6259 2.2457 0.1970
H 1.7392 2.2088 0.6804
C 3.8412 2.5854 0.8995
H 3.5804 2.8448 1.9267
H 4.3074 3.4517 0.4175
C 4.8691 1.4364 0.8839
N 4.3528 0.2434 1.4966
C 3.7555 -0.7949 0.8793
N 3.0513 -1.5861 1.7087
C 2.4192 -2.6245 1.2201
C 2.4428 -2.9538 -0.1339
C 3.2098 -2.1651 -1.0021
C 3.8751 -1.0779 -0.5001
H 4.4520 -0.4446 -1.1519
H 3.2523 -2.4217 -2.0498
N 1.6876 -4.0520 -0.6281
O 1.7897 -4.3284 -1.8089
O 0.9687 -4.6445 0.1566
H 1.8580 -3.2263 1.9219
H 4.1320 0.2996 2.4823
H 5.7620 1.7575 1.4274
H 5.1409 1.2340 -0.1507
C 1.1680 1.8037 -1.6573
N 0.2436 1.4093 -0.6105
C 0.3424 -0.0140 -0.3224
C -0.5418 -0.3597 0.8807
N -1.9291 0.0060 0.6939
C -2.0170 1.3990 0.3041
C -1.1394 1.7563 -0.9033
H -1.1995 2.8318 -1.0864
H -1.5059 1.2343 -1.8031
H -3.0594 1.6396 0.0885
H -1.6908 1.9974 1.1607
C -2.6871 -0.8975 -0.1584
C -4.1623 -0.6277 -0.0254
C -4.9757 -0.5057 -1.1426
C -6.3321 -0.2645 -1.0019
C -6.8865 -0.1359 0.2591
C -6.0796 -0.2522 1.3795
C -4.7270 -0.4988 1.2381
H -4.0884 -0.5862 2.1036
H -6.5089 -0.1528 2.3659
H -7.9439 0.0546 0.3690
H -6.9553 -0.1741 -1.8797
H -4.5483 -0.6032 -2.1312
H -2.4816 -1.9160 0.1884
H -2.3994 -0.8443 -1.2207
H -0.4739 -1.4280 1.0940
H -0.1738 0.1893 1.7541
H 1.3822 -0.2460 -0.0919
H 0.0438 -0.6199 -1.1961
H 1.2015 1.0936 -2.4987
H 0.8585 2.7737 -2.0596
```

Values from the calculation:
Molar mass (g mol⁻¹): 398.47
HOMO energy (hartree): -0.313
SMILES: O=C(CN1CCN(Cc2ccccc2)CC1)NCCNc1ccc([N+](=O)[O-])cn1
Energy above the lowest of the compared OMol25 structures with the same formula, charge and spin (eV): 3.818
HOMO-LUMO gap (hartree): 0.3026

=====

No. 2
This record from the OMol25 dataset describes a cluster of 2 separate species, C20H26NO2S in total in a non-equilibrium geometry. The level of theory is ωB97M-V/def2-TZVPD.

Structure (XYZ):
```
50
Properties=species:S:1:pos:R:3
C 1.6817 0.7618 -1.0992
C 0.3742 0.0340 -0.9787
C -0.8123 0.4595 -1.6408
C -1.7620 -0.4815 -2.2085
C -1.4168 -1.9275 -2.4024
C -3.0154 -0.0548 -2.6388
C -3.3897 1.2930 -2.5921
C -4.7625 1.7145 -3.0074
C -2.4252 2.2304 -2.1975
C -1.1569 1.8587 -1.7577
C -0.2045 2.9639 -1.4079
H 2.5291 0.0815 -0.9364
H 1.8436 1.2292 -2.1057
H 1.7519 1.5703 -0.3318
H 0.4198 -1.0436 -0.7635
H -2.2818 -2.4312 -2.8601
H -0.5504 -2.0633 -3.0718
H -1.1950 -2.4446 -1.4564
H -3.7470 -0.7991 -2.9752
H -4.8892 2.7974 -2.8955
H -4.9695 1.4499 -4.0551
H -5.5345 1.2195 -2.4017
H -2.6878 3.2912 -2.1715
H -0.7349 3.9204 -1.5077
H 0.1573 2.9215 -0.3695
H 0.6663 3.0024 -2.0787
C -0.9613 -1.5326 3.1924
S -0.8515 -1.1498 1.4176
C -2.1528 0.1059 1.3435
C 0.5245 -0.1426 1.3010
C 1.7654 -0.6059 1.8188
C 2.7797 0.3658 2.1079
C 4.0776 -0.0287 2.3591
C 4.4113 -1.4017 2.2819
N 5.7557 -1.7995 2.4978
O 6.0305 -3.0227 2.4629
O 6.6361 -0.9391 2.7273
C 3.4120 -2.3827 2.0931
C 2.1043 -2.0006 1.8676
H -0.1561 -2.2093 3.4834
H -0.8995 -0.5907 3.7474
H -1.9237 -2.0188 3.3683
H -2.1564 0.5213 0.3350
H -3.0933 -0.4151 1.5532
H -1.9220 0.8574 2.0978
H 0.2772 0.9247 1.3770
H 2.5010 1.4246 2.0786
H 4.8551 0.6927 2.6118
H 3.7285 -3.4255 2.1406
H 1.3694 -2.7807 1.6480
```

Values from the calculation:
Molar mass (g mol⁻¹): 344.50
HOMO energy (hartree): -0.402
Net charge: +1
Energy above the lowest of the compared OMol25 structures with the same formula, charge and spin (eV): 2.484
HOMO-LUMO gap (hartree): 0.2356

=====

No. 3
This record from the OMol25 dataset describes the molecule C20H26O3 in a non-equilibrium geometry. The level of theory is ωB97M-V/def2-TZVPD.

Structure (XYZ):
```
49
Properties=species:S:1:pos:R:3
O -3.7761 -1.3738 -1.6807
O -2.6208 -1.5198 0.8158
O 0.2868 2.3419 0.8298
C -2.7776 -0.7255 -1.3974
C -2.1101 -0.8743 -0.0743
C -1.1435 1.0178 -2.1064
C -0.4001 0.7854 -0.8076
C -2.3362 0.3343 -2.3476
C -0.8691 -0.0537 0.1641
C -3.4769 -0.7632 -4.4730
C -4.1148 1.5658 -3.4455
C 3.3358 0.6404 2.4504
C 3.9660 -1.2264 0.9803
C 0.6620 1.7362 -0.4129
C 2.3749 -1.7092 2.8237
C 0.9675 -1.2729 3.4342
C -3.0139 0.5723 -3.6832
C 1.9088 0.8285 -0.2694
C 2.8419 -0.6092 1.7635
C 0.0070 1.3723 1.8783
C -0.1840 -1.1602 2.4035
C 1.6581 -0.2486 0.8018
C 0.1733 -0.0392 1.3838
H -0.7962 1.8317 -2.8048
H -2.7684 -1.5753 -4.1883
H -3.5620 -0.6233 -5.5931
H -4.4583 -0.9227 -4.0490
H -4.8769 1.3317 -2.6812
H -4.7192 1.4997 -4.3107
H -3.7340 2.5643 -3.3188
H 4.3584 0.8994 2.2764
H 3.4041 0.6676 3.5797
H 2.6366 1.3537 2.3044
H 4.9146 -1.1085 1.5326
H 3.9337 -0.7846 -0.0344
H 3.9627 -2.2803 0.8638
H 0.8896 2.6313 -1.0752
H 3.1933 -1.8318 3.5403
H 2.1220 -2.7367 2.3886
H 1.1067 -0.3244 4.0369
H 0.7071 -2.0305 4.1852
H -2.2151 0.9350 -4.3030
H 2.1651 0.3500 -1.3107
H 2.7243 1.5731 -0.0778
H 0.5956 1.6293 2.7095
H -1.0382 1.5984 2.1933
H -1.0655 -1.0100 2.9201
H -0.2380 -2.1454 1.8737
H 1.3991 -1.1105 0.3112
```

Values from the calculation:
Molar mass (g mol⁻¹): 314.43
HOMO energy (hartree): -0.330
SMILES: CC(C)C1=CC2=C(C(=O)C1=O)[C@@]13CCCC(C)(C)[C@@H]1C[C@@H]2OC3
Energy above the lowest of the compared OMol25 structures with the same formula, charge and spin (eV): 2.871
HOMO-LUMO gap (hartree): 0.2740

=====

No. 4
This record from the OMol25 dataset describes a structure of composition C20H27AuBN7O. The level of theory is ωB97M-V/def2-TZVPD.

Structure (XYZ):
```
57
Properties=species:S:1:pos:R:3
Au 0.3495 -0.5986 0.3532
C -0.8559 2.3835 3.0236
C -1.7757 2.0189 1.9044
C -3.0512 2.5290 1.6357
C -3.4944 1.8424 0.5245
C -4.7941 1.9675 -0.1985
N -2.5197 0.9778 0.1680
N -1.4603 1.0822 1.0167
B -2.5368 -0.0620 -0.9564
N -2.3711 -1.5008 -0.3713
N -1.2190 -1.9079 0.2226
C -1.3581 -3.1659 0.6349
C -0.2559 -3.9016 1.3150
C -2.6473 -3.5867 0.3101
C -3.2549 -2.5127 -0.3206
C -4.6387 -2.4111 -0.8648
N -1.3999 0.1929 -1.9759
N -0.1025 -0.0029 -1.6586
C 0.6569 0.2800 -2.7174
C 2.1409 0.1411 -2.6843
C -0.1852 0.6780 -3.7566
C -1.4741 0.6099 -3.2545
C -2.7608 0.9287 -3.9368
H -1.3473 3.0682 3.7121
H 0.0429 2.8805 2.6552
H -0.5571 1.4981 3.5866
H -3.5873 3.2881 2.1807
H -5.4061 2.7252 0.2861
H -5.3491 1.0293 -0.1933
H -4.6504 2.2623 -1.2384
H -3.5730 -0.0162 -1.5423
H 0.6336 -3.2763 1.4066
H 0.0155 -4.7939 0.7517
H -0.5585 -4.2150 2.3137
H -3.0843 -4.5504 0.5085
H -5.1590 -3.3538 -0.7122
H -4.6300 -2.1902 -1.9319
H -5.2018 -1.6236 -0.3638
H 2.4754 -0.2616 -1.7285
H 2.6307 1.1023 -2.8463
H 2.4782 -0.5308 -3.4732
H 0.1025 0.9670 -4.7532
H -2.5614 1.2350 -4.9611
H -3.2855 1.7400 -3.4319
H -3.4238 0.0643 -3.9576
O 2.1474 0.3658 0.8341
N 2.0501 1.6827 1.0989
C 2.7520 2.1414 2.1450
C 2.9131 3.4970 2.3285
C 2.3322 4.3821 1.4328
C 1.5742 3.8763 0.3856
C 1.4432 2.5144 0.2360
H 3.1665 1.3765 2.7839
H 3.4892 3.8428 3.1742
H 2.4479 5.4490 1.5616
H 1.0757 4.5266 -0.3184
H 0.8526 2.0385 -0.5348
```

Values from the calculation:
Molar mass (g mol⁻¹): 589.26
HOMO energy (alpha / beta) (hartree): -0.420 / -0.420
⟨S²⟩: 0.754
Net charge: +1
Multiplicity: 2
Energy above the lowest of the compared OMol25 structures with the same formula, charge and spin (eV): 0.000
HOMO-LUMO gap (alpha / beta) (hartree): 0.3017 / 0.2445

=====

No. 5
This record from the OMol25 dataset describes the molecule C20H27Br2N3O4S in a non-equilibrium geometry. The level of theory is ωB97M-V/def2-TZVPD.

Structure (XYZ):
```
57
Properties=species:S:1:pos:R:3
O -3.7443 1.1718 3.4655
C -3.6192 1.2212 2.2665
N -3.8184 0.0735 1.4288
C -2.8125 0.1831 0.3380
C -2.5516 -1.1773 -0.4128
O -3.3194 -2.1090 -0.3702
C -1.2174 -1.2148 -1.2284
C -0.1613 -2.2097 -1.0243
C 1.1118 -2.0300 -1.8897
C 1.2540 -0.9493 -2.8522
C 0.1661 0.0220 -3.0567
C -1.0507 -0.1457 -2.2212
O -3.3155 2.4309 1.6489
C -1.9522 2.8365 1.9737
C -1.3522 3.7925 0.8803
C -0.1459 3.1974 0.0598
C 0.9812 2.4944 0.9170
C 2.3578 3.3105 0.9298
C 3.5863 2.4437 1.4586
C 3.1652 1.1257 2.2072
S 4.5656 0.2586 3.0351
C 3.9062 -1.4072 3.2682
N 4.4449 -2.5862 2.9507
N 3.6052 -3.6097 3.3022
C 2.5367 -2.9747 3.8257
O 2.6359 -1.6222 3.8390
H -3.6980 -0.7811 1.9720
H -3.0205 1.0133 -0.3840
H -1.8206 0.4288 0.8244
H -0.2617 -3.0148 -0.2597
H 1.9728 -2.7226 -1.7515
H 2.1832 -0.7890 -3.4500
H 0.2425 0.8772 -3.7642
H -1.8677 0.6069 -2.3708
H -2.0314 3.4420 2.9237
H -1.3307 1.9391 2.2122
H -2.1663 4.0177 0.1306
H -1.0737 4.7561 1.3708
H 0.3489 4.0745 -0.4548
H -0.4507 2.4989 -0.7637
H 1.2298 1.5320 0.3814
H 0.7233 2.3230 1.9885
H 2.2140 4.1226 1.6989
H 2.5636 3.8051 -0.0497
H 4.2919 2.1646 0.6246
H 4.2108 3.0405 2.1855
H 2.3600 1.2781 2.9765
H 2.7687 0.4208 1.4212
H 1.6893 -3.6109 4.1689
Br -1.4133 -3.4516 -6.6059
C -1.7399 -4.7156 -5.1583
C -2.0627 -3.9987 -3.8688
Br -0.4442 -3.2482 -3.0235
H -0.8596 -5.3506 -5.0873
H -2.5878 -5.3151 -5.4914
H -2.4678 -4.6971 -3.1350
H -2.7589 -3.1719 -4.0004
```

Values from the calculation:
Molar mass (g mol⁻¹): 565.33
HOMO energy (hartree): -0.296
HOMO-LUMO gap (hartree): 0.2900